23
Properties=species:S:1:pos:R:3:lowdin_charge:R:1 method="wB97M-V/def2-TZVPD" lumo_energy_ev=1.010 energy_ev=-8983.3564 orbital_gap_ev=9.56 e_above_lowest_kj_mol=881.2
N 2.1518 -0.0697 -0.4240 -0.099
C -1.3161 1.1283 -0.2945 -0.203
C 0.3235 -1.1099 -0.1997 -0.333
C 1.4422 0.9895 0.4290 -0.174
C -1.1183 -1.7433 0.0641 -0.134
C 1.7283 -1.2988 -0.0078 -0.349
C 0.2058 1.9800 0.0294 -0.106
C -1.8543 -0.2911 0.0455 -0.268
H 1.9319 -0.0591 -1.4117 0.116
H 0.0448 -0.4838 -1.0565 0.096
H -2.5665 0.0008 1.1268 0.158
H 0.1860 -0.3774 0.5176 0.004
H -0.8714 1.0870 -1.3898 0.108
H -2.8186 -0.3054 -0.6495 0.113
H -1.4440 -2.0934 1.1329 0.112
H 0.0775 2.7573 0.7387 0.058
H -1.6058 -2.4646 -0.7050 0.109
H -2.1407 1.8347 0.0359 0.103
H 1.1812 0.2687 1.3000 0.120
H 1.7396 -1.6558 1.2851 0.188
H 2.3654 1.7937 0.5831 0.145
H 0.0818 2.5536 -0.8621 0.062
H 2.2759 -2.4415 -0.2875 0.174

---

23
Properties=species:S:1:pos:R:3:lowdin_charge:R:1 method="wB97M-V/def2-TZVPD" spin_multiplicity=2 lumo_energy_ev="-4.482 / -8.439" energy_ev=-8980.8583 orbital_gap_ev="8.14 / 4.12" total_charge=+1 e_above_lowest_kj_mol=419.0 s2=0.75
N 2.3303 0.6717 -1.8166 0.059
C -0.2988 0.9130 0.9794 -0.164
C 2.1051 -0.6158 0.4028 -0.086
C -1.4955 0.3173 0.2919 0.057
C 2.0762 0.7453 -0.3582 -0.385
C -2.3116 -0.6599 0.7000 0.002
C -3.0528 -1.5330 -0.2106 -0.014
C 0.7090 1.4845 0.0387 -0.133
H -3.2858 -1.1814 -1.2297 0.125
H 0.0851 1.6224 -0.9048 0.124
H 1.5365 0.9633 -2.2510 0.005
H 0.7590 2.5059 0.4076 0.119
H -0.5506 1.4938 1.9018 0.176
H 0.0595 0.1532 1.7038 0.145
H -3.9126 -1.9353 0.3376 0.113
H 2.6049 -0.2658 -2.2243 0.112
H 2.9677 -1.2443 -0.0902 0.114
H -2.5399 -2.3795 -0.5961 0.110
H 2.8239 1.3209 0.1236 0.107
H -1.5140 0.2327 -0.7484 0.115
H 2.2219 -0.6579 1.5489 0.103
H 1.1341 -1.1723 0.2565 0.065
H -2.4517 -0.7790 1.7372 0.132

---

24
Properties=species:S:1:pos:R:3:lowdin_charge:R:1 method="wB97M-V/def2-TZVPD" lumo_energy_ev=-3.951 energy_ev=-10474.1590 orbital_gap_ev=9.14 total_charge=+1 e_above_lowest_kj_mol=206.2
N 0.4158 -0.7218 1.5540 0.234
N 3.1543 -0.5242 -0.7496 0.017
C -1.7951 0.4151 -0.1211 -0.317
C 2.3967 0.1135 0.3385 -0.145
C -2.3891 -0.5136 0.7215 0.030
C 0.9696 -0.5979 0.4065 -0.177
C 0.1936 -0.9988 -0.8427 -0.089
C -1.8958 1.9164 0.0943 -0.048
C -1.0319 -0.1607 -1.3298 -0.105
H -0.2713 -1.9351 -0.5626 0.118
H -1.1017 2.0326 0.8475 0.077
H 1.0308 -0.3750 2.3115 0.159
H -0.5932 -1.0164 1.7512 0.154
H -2.2849 -1.5092 0.4544 0.050
H -0.6875 0.6714 -1.8437 0.086
H 2.0049 1.1372 0.1003 0.149
H -1.6511 2.6217 -0.7841 0.108
H 0.9467 -1.1564 -1.6725 0.136
H 2.8942 -0.0889 1.2725 0.118
H 4.0995 -0.5579 -0.4425 0.068
H -2.9398 2.2321 0.4037 0.108
H 3.2562 0.1558 -1.5235 0.103
H -3.0635 -0.3036 1.4659 0.050
H -1.6575 -0.8361 -1.8499 0.117

---

24
Properties=species:S:1:pos:R:3:lowdin_charge:R:1 method="wB97M-V/def2-TZVPD" lumo_energy_ev=-3.090 energy_ev=-10471.9095 orbital_gap_ev=10.68 total_charge=+1 e_above_lowest_kj_mol=423.2
N -1.5295 0.0234 -0.3412 -0.179
N 0.6681 0.5115 -0.2299 -0.276
C 1.7531 -0.4637 -0.3910 -0.196
C -2.8035 -0.4074 -0.6381 -0.056
C 0.2085 0.5569 1.2168 -0.040
C 1.2071 1.7541 -0.7654 0.000
C -1.3312 0.2881 1.0993 -0.064
C 1.4519 -1.8074 0.1608 -0.075
C -0.4782 0.0415 -1.0800 0.100
H -2.9367 -0.1794 -1.7916 0.150
H -1.9066 1.2734 1.5064 0.184
H 2.1402 2.0276 -0.4189 0.091
H 1.0669 -1.9632 1.1131 0.069
H 0.7005 -0.1102 1.7497 0.066
H -1.5427 -0.5826 1.8128 0.159
H 2.1474 -2.5789 -0.0302 0.094
H 2.7320 -0.1952 0.1741 0.175
H -3.0171 -1.4866 -0.6979 0.120
H -3.4508 0.2420 -0.0794 0.097
H 0.5137 2.5273 -0.4201 0.128
H 1.3874 1.8130 -1.7912 0.099
H 2.0392 -0.4163 -1.5320 0.182
H 0.6943 -2.3182 -0.3357 0.066
H 0.2860 1.4503 1.7096 0.108